Computed, not measured: a cluster of 3 separate species, C16H14BrF9N2O8S2 in total in a non-equilibrium geometry, with ωB97M-V with the def2-TZVPD basis set.

As for the spin multiplicity: 1. As for the structure (SMILES): O=S(=O)(c1c(Br)ccc2nsnc12)C(F)(F)C(F)(F)C(F)(F)C(F)(F)F.COC(=O)OC.COC(=O)OC. As for the LUMO energy: -2.4 eV.

Each line ends with the Löwdin charge.
Atoms and positions in Å:
O1 -2.3935 -3.6935 5.1018  -0.348
S1 -2.3070 -3.2142 3.6564  0.811
O2 -2.6368 -4.4370 2.8111  -0.312
C1 -3.5187 -1.8450 3.4330  -0.206
C2 -3.6955 -0.6347 4.4091  -0.524
Br1 -2.6313 -0.4924 6.0609  0.743
C3 -4.7254 0.5263 4.1274  -0.072
C4 -5.6216 0.4545 2.8731  0.033
C5 -5.5115 -0.7674 1.8606  -0.270
N1 -6.3407 -0.9154 0.6743  -0.249
S2 -5.7537 -2.3980 0.0019  0.961
N2 -4.5463 -2.8770 1.1091  -0.267
C6 -4.4428 -1.8966 2.1666  -0.230
C7 -0.5252 -2.6907 3.3407  -0.322
F1 -0.1999 -1.7445 4.3463  0.027
F2 0.2548 -3.8854 3.5249  0.062
C8 -0.2377 -2.1994 1.8364  -0.198
F3 0.7118 -3.0838 1.2188  0.093
F4 -1.4458 -2.3681 1.0695  0.057
C9 0.1939 -0.6631 1.6917  -0.154
F5 0.3168 -0.4181 0.2730  0.050
F6 -0.8222 0.2521 2.1287  0.093
C10 1.6413 -0.3069 2.3130  -0.275
F7 2.4986 0.3564 1.3854  0.094
F8 2.2905 -1.3997 2.9263  0.121
F9 1.3997 0.6513 3.3546  0.078
H1 -4.8498 1.4313 4.8140  0.103
H2 -6.3799 1.2899 2.6422  0.114
C11 0.5485 0.0393 -2.4820  -0.045
O3 -0.0567 0.2553 -3.7561  0.007
C12 -0.4659 1.5176 -3.9640  -0.596
O4 -0.3615 2.4348 -3.1854  0.118
O5 -1.0122 1.5816 -5.1909  -0.002
C13 -1.4944 2.8750 -5.5495  -0.050
H3 0.8396 -1.0101 -2.4229  0.101
H4 1.4459 0.6529 -2.3728  0.089
H5 -0.1610 0.2460 -1.6801  0.080
H6 -0.6781 3.6010 -5.5618  0.098
H7 -2.2855 3.1944 -4.8672  0.097
H8 -1.9119 2.8083 -6.5549  0.093
C14 3.9121 2.2624 -0.6568  -0.045
O6 5.1513 2.4647 -1.3332  0.004
C15 5.4048 1.5633 -2.2970  -0.595
O7 4.6905 0.6419 -2.6118  0.118
O8 6.5920 1.8666 -2.8492  -0.001
C16 6.9921 0.9849 -3.8967  -0.048
H9 3.8106 3.0439 0.0972  0.099
H10 3.0747 2.3446 -1.3538  0.093
H11 3.9023 1.2942 -0.1532  0.078
H12 6.2767 1.0167 -4.7216  0.099
H13 7.1037 -0.0347 -3.5209  0.098
H14 7.9604 1.3242 -4.2665  0.094

Computed, not measured: a structure of composition C16H14BrFHf in a non-equilibrium geometry, with ωB97M-V with the def2-TZVPD basis set.

As for the spin multiplicity: 1. As for the LUMO energy: 0.1 eV. The relative energy (zero: lowest compared OMol25 entry of this formula, charge and spin) is 0.000 eV.

Each line ends with the Löwdin charge.
Atoms and positions in Å:
C1 -1.0518 -1.1866 -2.7334  -0.193
C2 -1.2059 -2.2303 -1.7675  -0.254
C3 -1.9911 -1.7019 -0.6767  -0.223
H1 -0.9152 -3.2716 -1.8907  0.105
C4 -2.2831 -0.3292 -0.9722  -0.181
C5 -1.7065 -0.0150 -2.2398  -0.169
H2 -1.8737 0.9132 -2.7859  0.118
H3 -0.6381 -1.3115 -3.7318  0.119
H4 -2.3909 -2.2704 0.1624  0.121
H5 -2.9281 0.3196 -0.3840  0.102
Hf1 0.1749 -0.6411 -0.6305  1.184
Br1 1.0948 -2.6630 0.3932  0.238
C6 2.2714 0.8599 -0.6121  -0.198
C7 1.3600 1.5864 -1.4454  -0.150
C8 1.1390 0.8142 -2.6275  -0.193
H6 0.9808 2.5867 -1.2470  0.112
C9 1.8699 -0.4087 -2.5130  -0.202
C10 2.5885 -0.3801 -1.2693  -0.254
H7 3.3433 -1.0920 -0.9429  0.096
H8 2.7077 1.2156 0.3210  0.105
H9 0.6251 1.1713 -3.5148  0.112
H10 1.9962 -1.1601 -3.2901  0.114
F1 -0.5326 1.4599 5.5332  0.017
C11 -0.3945 1.1296 4.2006  -0.271
C12 0.8454 0.6982 3.7535  -0.016
C13 0.9553 0.3303 2.3972  -0.171
C14 -0.1481 0.3495 1.5411  -0.266
C15 -1.3565 0.8457 2.0172  -0.139
C16 -1.5003 1.2128 3.3671  -0.024
H11 1.7017 0.6356 4.4267  0.115
H12 1.9404 0.0137 2.0404  0.071
H13 -2.2175 0.9681 1.3642  0.061
H14 -2.4604 1.5510 3.7567  0.113

Computed, not measured: a structure of composition C16H14BrFSn in a non-equilibrium geometry, with ωB97M-V with the def2-TZVPD basis set.

As for the spin multiplicity: 1. As for the LUMO energy: 5.2 eV. As for the total charge: -2. The relative energy (zero: lowest compared OMol25 entry of this formula, charge and spin) is 0.000 eV.

Each line ends with the Löwdin charge.
Atoms and positions in Å:
C1 -1.3503 -1.5315 -2.7037  -0.191
C2 -1.3317 -2.5118 -1.6875  -0.311
C3 -2.0772 -1.9737 -0.5480  -0.419
H1 -0.9573 -3.5323 -1.7643  0.076
C4 -2.5327 -0.6473 -0.9371  -0.244
C5 -2.0706 -0.4025 -2.2447  -0.180
H2 -2.2934 0.4834 -2.8381  0.076
H3 -0.9504 -1.6494 -3.7111  0.081
H4 -2.4551 -2.5557 0.2931  0.073
H5 -3.1918 -0.0170 -0.3441  0.074
Sn1 0.0442 -1.2338 0.1565  0.858
Br1 1.1762 -3.3297 0.9464  -0.158
C6 2.4422 0.6455 -0.6010  -0.295
C7 1.7070 1.4814 -1.4919  -0.235
C8 1.5924 0.8027 -2.7356  -0.226
H6 1.3056 2.4651 -1.2531  0.051
C9 2.2957 -0.4359 -2.6341  -0.232
C10 2.8049 -0.5454 -1.3091  -0.288
H7 3.3885 -1.3707 -0.9048  0.050
H8 2.7253 0.8950 0.4140  0.053
H9 1.0757 1.1626 -3.6215  0.047
H10 2.4428 -1.1630 -3.4314  0.049
F1 -0.9260 2.7519 4.9674  -0.018
C11 -0.5850 2.0032 3.8679  -0.306
C12 0.4270 1.0592 4.0080  -0.049
C13 0.6843 0.2180 2.9107  -0.151
C14 -0.1091 0.3028 1.7752  -0.359
C15 -1.0062 1.3555 1.6054  -0.135
C16 -1.2825 2.2171 2.6793  -0.045
H11 0.9983 0.9816 4.9297  0.094
H12 1.5137 -0.4873 2.9603  0.080
H13 -1.4994 1.5347 0.6472  0.085
H14 -2.0050 3.0274 2.6000  0.095

Computed, not measured: a structure of composition C16H14BrFeN2O4S, with ωB97M-V with the def2-TZVPD basis set.

As for the spin multiplicity: 5. As for the LUMO energy (alpha / beta): 2.4 / 2.4 eV. As for the total charge: -1. The relative energy (zero: lowest compared OMol25 entry of this formula, charge and spin) is 0.372 eV.

Each line ends with the Löwdin charge.
Atoms and positions in Å:
Fe1 0.2182 -0.6511 -0.5226  0.730
C1 -1.8052 1.0393 1.0851  -0.111
O1 -1.4849 0.7054 -0.2695  -0.199
H1 -2.8096 1.4604 1.1403  0.079
H2 -1.0928 1.7622 1.4861  0.083
H3 -1.7653 0.1317 1.6831  0.072
H4 -1.0605 1.4925 -0.6861  0.027
C2 0.2830 -1.8522 -2.3734  -0.147
C3 -0.8992 -2.4988 -1.8816  -0.383
C4 -0.8473 -3.6817 -1.0981  -0.077
C5 -1.9798 -4.2641 -0.5764  -0.051
C6 -3.2434 -3.7139 -0.8085  -0.264
C7 -3.3253 -2.5464 -1.5760  -0.051
C8 -2.1955 -1.9567 -2.0926  -0.070
C9 -4.4306 -4.3400 -0.2976  -0.216
N1 -5.3906 -4.8393 0.1000  0.110
H5 0.1727 -1.1371 -3.1838  0.046
H6 1.2093 -2.4179 -2.3715  0.044
H7 0.1240 -4.1235 -0.9066  0.106
H8 -1.9017 -5.1627 0.0234  0.113
H9 -4.2987 -2.1050 -1.7577  0.112
H10 -2.2844 -1.0475 -2.6765  0.109
O2 -0.3116 -2.6261 3.2008  -0.583
S1 0.7054 -2.5396 2.1607  0.653
N2 0.6502 -1.5073 1.1345  -0.496
Br1 5.8882 2.2735 1.8081  0.703
C10 4.2041 3.0485 1.3777  -0.677
C11 3.9000 4.3021 1.8809  -0.142
C12 2.6721 4.8683 1.5616  -0.079
C13 1.7726 4.1832 0.7554  -0.023
C14 2.0958 2.9268 0.2597  -0.116
C15 3.3204 2.3492 0.5755  -0.061
C16 1.0874 2.1515 -0.5708  -0.577
O3 -0.0028 2.6948 -0.8144  0.003
O4 1.4411 0.9861 -0.9285  -0.087
H11 4.6063 4.8213 2.5157  0.094
H12 2.4199 5.8493 1.9470  0.100
H13 0.8083 4.6017 0.5001  0.114
H14 3.5505 1.3633 0.1963  0.114

Computed, not measured: a structure of composition C16H14BrN2O2Se3TeZr, with ωB97M-V with the def2-TZVPD basis set.

As for the spin multiplicity: 1. As for the LUMO energy: -4.2 eV. As for the total charge: +1. The relative energy (zero: lowest compared OMol25 entry of this formula, charge and spin) is 0.000 eV.

Each line ends with the Löwdin charge.
Atoms and positions in Å:
Zr1 0.6507 -0.7566 -0.3219  0.530
O1 -0.8500 -3.6907 4.1077  0.047
C1 -1.8958 -2.9128 3.6721  -0.265
C2 -2.9958 -2.6385 4.4663  -0.013
C3 -4.0118 -1.8326 3.9734  -0.068
C4 -3.9251 -1.3030 2.6958  -0.071
C5 -2.8174 -1.5855 1.9077  -0.019
C6 -1.7915 -2.3879 2.3843  -0.110
C7 -0.5707 -2.7310 1.5561  -0.355
O2 -0.6097 -2.1272 0.3053  -0.380
N1 0.6857 -2.2529 2.2074  0.038
N2 0.7718 -0.8964 1.9972  -0.159
C8 1.0543 -0.0588 2.9105  -0.144
C9 1.1668 1.3549 2.6112  -0.545
Br1 0.5007 1.8227 0.8796  0.871
C10 1.6061 2.2670 3.4799  -0.053
C11 1.7820 3.7099 3.3128  -0.240
C12 1.4543 4.5458 4.3820  -0.028
C13 1.5936 5.9174 4.2657  -0.060
C14 2.0953 6.4665 3.0935  -0.059
C15 2.4637 5.6405 2.0408  -0.060
C16 2.3063 4.2692 2.1457  -0.066
H1 -1.0753 -4.1083 4.9463  0.121
H2 -3.0602 -3.0557 5.4650  0.120
H3 -4.8738 -1.6240 4.5925  0.112
H4 -4.7212 -0.6831 2.3077  0.108
H5 -2.7567 -1.2019 0.8985  0.111
H6 -0.4647 -3.8133 1.4569  0.163
H7 0.7318 -2.5217 3.1882  0.122
H8 1.2224 -0.3720 3.9399  0.153
H9 1.8450 1.8688 4.4639  0.138
H10 1.0760 4.1166 5.3019  0.119
H11 1.3221 6.5584 5.0931  0.112
H12 2.2152 7.5380 3.0066  0.113
H13 2.8838 6.0654 1.1393  0.113
H14 2.6315 3.6316 1.3350  0.091
Se1 0.2866 0.6614 -2.5041  0.071
Se2 0.5240 -1.5728 -2.9480  0.000
Te1 2.6760 -2.3861 -1.5836  0.506
Se3 3.2667 -0.2760 -0.4866  -0.064

Computed, not measured: a structure of composition C16H14Cl5CuO, with ωB97M-V with the def2-TZVPD basis set.

As for the spin multiplicity: 2. As for the LUMO energy (alpha / beta): 2.4 / 2.4 eV. As for the total charge: -1. The relative energy (zero: lowest compared OMol25 entry of this formula, charge and spin) is 0.181 eV.

Each line ends with the Löwdin charge.
Atoms and positions in Å:
Cu1 -0.3951 0.1710 -0.2993  0.315
C1 -1.1419 -2.1818 -2.9122  -0.088
C2 -0.2315 -0.9992 -2.7499  -0.351
C3 -0.8209 0.2578 -2.2846  -0.250
C4 0.0601 1.4229 -2.3581  -0.179
C5 1.3957 1.3002 -2.6404  -0.171
C6 1.9767 0.0406 -2.9193  -0.149
C7 1.1070 -1.0824 -3.0051  -0.118
H1 -1.9460 -2.1544 -2.1694  0.059
H2 -0.6049 -3.1259 -2.7934  0.066
H3 -1.6238 -2.1981 -3.8963  0.069
H4 -1.8830 0.4078 -2.4645  0.077
H5 -0.3563 2.4054 -2.1651  0.087
H6 2.0207 2.1878 -2.6224  0.084
H7 3.0342 -0.0590 -3.1216  0.061
H8 1.5192 -2.0513 -3.2791  0.092
Cl1 1.9672 1.1672 4.2037  0.752
C8 0.3771 0.5123 3.9925  -0.570
C9 -0.0509 0.1123 2.7137  -0.196
C10 -1.2541 -0.6117 2.7168  -0.573
Cl2 -1.8258 -1.3406 1.2528  0.743
C11 -2.0498 -0.7833 3.8496  -0.704
Cl3 -3.5566 -1.6165 3.7625  0.656
C12 -1.6313 -0.2625 5.0684  -0.718
Cl4 -2.6204 -0.4272 6.4736  0.648
C13 -0.3959 0.3651 5.1406  -0.704
Cl5 0.1697 0.9416 6.6695  0.646
C14 2.1541 2.5057 1.3960  -0.173
O1 0.8836 1.8978 1.3323  -0.218
C15 0.6636 0.4532 1.4005  -0.456
C16 1.9229 -0.3795 1.1962  -0.114
H9 2.3766 2.9387 2.3734  0.028
H10 2.1431 3.3153 0.6607  0.081
H11 2.9667 1.8256 1.1286  0.072
H12 2.7033 -0.2733 1.9638  0.046
H13 2.3653 -0.1545 0.2221  0.067
H14 1.6413 -1.4357 1.1690  0.080

Number 3 is which compound? C16H14BrFSn

Which of these has the highest spin multiplicity? C16H14BrFeN2O4S